Record 1
{"formula": "C28H88N4O20", "method": "the ωB97M-V functional and the def2-TZVPD basis", "symbols": ["C", "C", "C", "O", "C", "N", "H", "H", "H", "H", "H", "H", "H", "H", "H", "H", "H", "C", "C", "C", "O", "C", "N", "H", "H", "H", "H", "H", "H", "H", "H", "H", "H", "H", "C", "C", "C", "O", "C", "N", "H", "H", "H", "H", "H", "H", "H", "H", "H", "H", "H", "C", "C", "C", "O", "C", "N", "H", "H", "H", "H", "H", "H", "H", "H", "H", "H", "H", "C", "C", "O", "O", "H", "H", "H", "H", "H", "H", "C", "C", "O", "O", "H", "H", "H", "H", "H", "H", "C", "C", "O", "O", "H", "H", "H", "H", "H", "H", "C", "C", "O", "O", "H", "H", "H", "H", "H", "H", "C", "C", "O", "O", "H", "H", "H", "H", "H", "H", "C", "C", "O", "O", "H", "H", "H", "H", "H", "H", "O", "H", "H", "O", "H", "H", "O", "H", "H", "O", "H", "H"], "coordinates": [[-2.1072, -3.5794, 6.8743], [-1.2446, -2.4389, 6.3195], [-1.6752, -1.7209, 5.0340], [-1.7898, -2.6092, 3.9106], [-2.4045, -1.9931, 2.6999], [-1.1480, -1.5393, 7.4087], [-1.5604, -4.0860, 7.6696], [-2.3119, -4.4008, 6.1876], [-3.0578, -3.2551, 7.2978], [-0.2506, -2.8793, 6.2419], [-1.2066, -0.7401, 4.9528], [-2.6896, -1.4035, 5.2753], [-3.4315, -1.6875, 2.9002], [-2.3847, -2.5857, 1.7853], [-1.9800, -0.9949, 2.5928], [-0.6110, -0.7462, 7.0881], [-0.5508, -1.9811, 8.0931], [-2.1226, 5.7677, 1.4865], [-0.8060, 4.9783, 1.8854], [-0.7333, 4.6328, 3.4360], [-0.9534, 5.8106, 4.2150], [-0.5241, 5.6313, 5.5685], [-0.7762, 3.8227, 0.9819], [-3.0365, 5.1853, 1.6034], [-2.0790, 6.2088, 0.4907], [-2.3748, 6.6508, 2.0735], [0.0619, 5.5634, 1.5809], [0.2916, 4.2990, 3.5977], [-1.5016, 3.8943, 3.6649], [-0.8011, 6.5540, 6.0784], [0.5617, 5.5393, 5.5928], [-0.9547, 4.7175, 5.9780], [-1.5459, 3.3211, 1.4015], [-0.0002, 3.3029, 1.3661], [1.1754, 0.4824, 3.2150], [1.6085, 1.9102, 3.5331], [2.8127, 1.9863, 4.4752], [2.9122, 3.2939, 5.1042], [2.6964, 3.1168, 6.5312], [1.9315, 2.5547, 2.2491], [1.8729, -0.0284, 2.5512], [0.1715, 0.4543, 2.7913], [1.0898, 0.0842, 4.2260], [0.7743, 2.4096, 4.0260], [3.6991, 1.7734, 3.8777], [2.7955, 1.2131, 5.2433], [3.3649, 2.4379, 7.0606], [1.7162, 2.6899, 6.7436], [2.9057, 4.0929, 6.9688], [2.7938, 2.2355, 1.8312], [2.1760, 3.5228, 2.4016], [2.8479, 1.8059, -2.9896], [4.1354, 1.7770, -2.1783], [5.3754, 1.5849, -3.1396], [6.5781, 1.8045, -2.4103], [6.8301, 0.6797, -1.5383], [4.2976, 3.0041, -1.5086], [2.5921, 0.7684, -3.2045], [2.9156, 2.4035, -3.8987], [2.0078, 2.0781, -2.3507], [4.0464, 0.9270, -1.5018], [5.4584, 2.2172, -4.0236], [5.1119, 0.5744, -3.4523], [5.9722, 0.5516, -0.8783], [7.7610, 0.7892, -0.9819], [6.7472, -0.2453, -2.1090], [5.2577, 3.1118, -1.2143], [4.2014, 3.7563, -2.1757], [-3.6031, 2.0242, 1.4679], [-4.1798, 0.5607, 1.1827], [-5.1503, 0.2436, 2.1559], [-2.8136, 2.1698, 2.6360], [-4.3842, 2.7846, 1.4650], [-2.9728, 2.3547, 0.6423], [-3.3539, -0.1460, 1.1024], [-4.6549, 0.6988, 0.2115], [-5.8476, -0.3381, 1.8447], [-3.3487, 1.8947, 3.3841], [-0.2941, -2.4786, -5.2514], [-0.4522, -3.9865, -5.4339], [0.3843, -4.8553, -4.7677], [-0.9031, -2.0143, -4.0203], [-0.8331, -1.9912, -6.0638], [0.7741, -2.2732, -5.3216], [-0.2386, -4.2596, -6.4673], [-1.5128, -4.2155, -5.3300], [1.2465, -4.8363, -5.1893], [-0.2620, -2.2270, -3.3382], [-4.0834, 0.2119, -6.3714], [-3.7154, -0.6699, -5.2220], [-3.4975, 0.0774, -4.0901], [-3.0137, 0.8398, -7.1046], [-4.7075, 0.9771, -5.9099], [-4.7555, -0.3317, -7.0353], [-2.8128, -1.1747, -5.5664], [-4.5413, -1.3801, -5.1815], [-3.4843, -0.5383, -3.3536], [-2.2978, 1.0277, -6.4932], [0.7030, -0.3999, -1.0622], [-0.5331, 0.0324, -0.2781], [-1.6002, 0.1733, -1.1367], [0.4912, -1.7272, -1.4948], [1.5509, -0.2919, -0.3859], [0.8546, 0.2346, -1.9355], [-0.3776, 0.9632, 0.2674], [-0.8403, -0.7475, 0.4186], [-1.6602, -0.7262, -1.4667], [0.4805, -2.1862, -0.6517], [3.7999, -3.3188, -4.9684], [3.1424, -3.1473, -3.5299], [4.1864, -3.0299, -2.5757], [2.9446, -3.9330, -5.8777], [4.7114, -3.9155, -5.0017], [4.0632, -2.3316, -5.3482], [2.4725, -3.9848, -3.3350], [2.5570, -2.2291, -3.4810], [3.8007, -3.0895, -1.6986], [3.1335, -3.6540, -6.7766], [-2.9153, -3.0493, -1.3359], [-2.4639, -4.3795, -2.0506], [-3.6219, -5.0633, -2.4752], [-3.5187, -2.0585, -2.1613], [-2.1665, -2.7162, -0.6172], [-3.6515, -3.4372, -0.6318], [-2.0043, -4.9650, -1.2543], [-1.7336, -4.0837, -2.8038], [-3.6802, -5.8786, -1.9718], [-4.0458, -2.6085, -2.7455], [3.2737, -3.3236, 0.2668], [3.2436, -2.4644, 0.6875], [2.4611, -3.7515, 0.5367], [-0.6888, 1.0418, -4.6577], [-0.7451, 1.4543, -3.7958], [-1.1190, 0.1940, -4.5467], [0.1426, -3.8316, 0.1964], [0.3241, -4.6787, -0.2106], [0.2859, -3.9788, 1.1313], [-1.0392, 2.5443, -2.5255], [-0.4483, 3.1469, -2.0738], [-1.3944, 1.9903, -1.8304]], "forces_ev_per_angstrom": [[-0.3, -0.8, -0.6], [0.5, -2.1, -0.5], [-2.3, -0.8, 0.7], [0.4, 0.7, -1.3], [0.1, 1.1, 2.4], [0.1, 2.0, 0.8], [0.1, 0.3, 0.3], [0.0, 0.2, -0.4], [0.0, 0.3, -0.1], [0.2, -0.3, -1.1], [1.0, -0.2, -0.9], [-0.6, 0.1, 0.0], [-0.4, -0.6, 0.2], [0.5, -0.3, 0.5], [0.7, -0.1, -0.5], [0.1, 0.5, 0.2], [-0.1, 0.1, 0.4], [0.5, 0.6, 0.8], [-1.5, 1.8, -0.3], [0.0, 1.4, -1.6], [0.2, -0.4, 0.0], [0.0, 0.4, -1.2], [-0.2, -0.2, 1.6], [0.2, -0.6, -0.3], [0.2, -0.7, -0.3], [0.6, 0.0, 0.6], [0.0, 0.4, 0.5], [0.0, -0.4, 0.3], [0.2, -0.3, 0.1], [-0.2, -0.3, 0.3], [0.2, -0.1, 0.1], [-0.2, 0.1, 0.4], [-0.4, -0.7, -0.5], [0.8, -0.7, -0.5], [-0.3, 0.6, 1.1], [0.9, -0.2, -1.1], [-0.1, 0.3, 0.1], [0.0, -1.9, 0.9], [0.4, 0.7, -0.6], [-0.6, 1.0, 0.1], [0.1, -0.2, 0.3], [0.1, 0.2, -0.2], [0.1, -1.1, -0.2], [0.0, 0.2, -0.2], [0.3, 0.3, 0.0], [-0.2, -0.1, 0.1], [0.6, -0.3, -0.6], [-0.4, 0.6, -0.1], [-0.6, 0.0, 0.1], [0.1, -0.8, 0.0], [-0.3, 0.5, 0.2], [-0.1, -1.1, 0.5], [0.4, 0.7, -2.3], [-1.2, -0.6, 1.2], [0.3, -1.5, 0.1], [-1.1, 0.2, -0.5], [-0.1, 1.6, 1.6], [0.1, 0.0, -0.8], [-0.2, 0.0, 0.1], [0.1, 0.7, -0.1], [0.3, 0.1, 0.2], [-0.6, 0.3, 0.2], [1.4, -0.7, -0.5], [0.2, 0.3, 0.7], [-0.1, 0.1, -0.3], [0.8, -0.1, -0.3], [0.2, -0.2, 0.3], [-0.4, 0.2, -0.2], [-0.4, -1.0, -0.5], [0.2, 2.6, -0.4], [0.3, 0.0, 0.9], [0.0, -0.5, 0.1], [-0.6, -0.3, 0.2], [0.1, -0.6, -0.2], [-0.1, -0.1, 0.1], [0.1, -0.4, -0.3], [0.2, 0.0, -0.3], [-0.1, 0.0, 0.2], [-0.4, -0.7, 0.5], [-0.6, 0.5, -2.3], [0.2, -0.6, 2.2], [0.7, -0.4, -1.0], [0.2, 0.1, 0.0], [0.0, 0.5, 0.2], [-0.4, 0.8, -0.8], [0.0, -0.4, 0.7], [0.3, 0.2, -0.1], [0.1, 0.2, 0.6], [-0.4, 1.4, -0.1], [0.4, -0.4, -1.9], [-0.2, 0.4, 0.9], [-0.8, -0.9, 0.1], [-0.2, 0.4, -0.1], [0.5, 0.0, -0.5], [0.2, -0.6, 0.3], [-0.1, -0.3, 0.6], [0.3, 0.0, 0.4], [0.2, 0.2, 0.4], [-0.5, 0.9, 0.5], [1.0, 0.4, 0.4], [-1.1, 0.1, -0.6], [0.4, 0.2, 0.1], [0.5, -0.2, -0.1], [-0.1, 0.0, 0.1], [0.1, 0.1, 0.0], [0.6, -0.2, 0.7], [-0.8, 0.0, -1.0], [-0.1, -1.1, -0.2], [0.6, 0.8, 1.1], [0.9, -0.1, -1.2], [0.2, -0.2, -0.5], [-1.7, -0.7, -0.6], [0.2, 0.1, 1.0], [0.1, 0.2, 0.2], [0.0, -0.2, 0.0], [-0.3, 0.0, -0.4], [-0.1, -0.1, 0.3], [0.1, 0.1, 0.1], [-0.4, -1.9, 0.8], [0.0, 2.0, 1.5], [0.0, 0.0, -0.8], [0.7, -0.6, 0.5], [0.5, 0.8, -0.8], [-0.7, 0.1, 0.1], [0.5, 0.1, -0.1], [-0.3, -0.7, -0.5], [-0.1, 0.0, -0.2], [-0.4, 0.2, -0.4], [0.3, -0.1, -0.2], [0.1, 0.3, 0.1], [-0.3, -0.1, -0.1], [0.4, -0.5, -1.2], [-0.2, 0.6, 0.4], [-0.1, -0.4, 0.2], [0.1, 0.1, 0.3], [0.0, -0.3, -0.4], [-0.2, 0.0, 0.5], [0.1, 0.4, 0.1], [0.1, 0.3, 0.1], [-0.3, -0.4, 0.2]], "spin_multiplicity": 1, "energy_ev": -77365.8594, "largest_force_ha_per_bohr": 0.05054}

Record 2
{"formula": "C4H5FS2", "method": "the ωB97M-V functional and the def2-TZVPD basis", "symbols": ["C", "C", "C", "C", "H", "H", "H", "H", "H", "F", "S", "S"], "coordinates": [[0.8323, -1.8964, 0.1272], [-0.1137, 0.7144, -0.2792], [-1.0564, 1.0965, -1.1323], [-0.1014, 1.4000, 1.0056], [1.4151, -2.6724, -0.3807], [-0.2080, -2.1989, 0.2110], [1.2382, -1.7932, 1.1562], [-1.7986, 1.8759, -0.8884], [-0.8419, 2.2195, 1.0245], [-1.2444, 0.6060, -2.3538], [1.1132, -0.4255, -0.8666], [0.7656, 1.0741, 2.3765]], "forces_ev_per_angstrom": [[0.6, -0.3, 1.0], [0.9, -0.5, 0.0], [-1.2, 0.9, -0.3], [0.1, -0.1, 1.3], [-0.2, 0.0, 0.1], [-0.1, 0.1, -0.3], [-0.2, 0.1, -0.7], [0.4, -0.4, -0.2], [0.3, -0.3, 0.2], [0.2, 0.0, 0.4], [-0.1, 0.2, 0.2], [-0.7, 0.2, -1.6]], "spin_multiplicity": 1, "energy_ev": -28615.4590, "de_lowest_kcal_mol": 11.3, "largest_force_ha_per_bohr": 0.03511}

Record 3
{"formula": "C5H5NO", "method": "the ωB97M-V functional and the def2-TZVPD basis", "symbols": ["O", "C", "C", "C", "C", "C", "N", "H", "H", "H", "H", "H"], "coordinates": [[-0.0635, -1.6952, 2.2120], [-0.3557, -0.8519, 1.4002], [0.5703, -0.4982, 0.2873], [-0.1240, -0.5229, -1.0513], [0.4935, 0.7519, -0.5682], [-0.3241, 1.8938, -0.2231], [-0.9538, 2.8189, 0.0677], [-1.3625, -0.3788, 1.4098], [1.5659, -0.9285, 0.3761], [-1.2106, -0.5630, -1.0093], [0.3272, -1.0622, -1.8747], [1.4373, 1.0361, -1.0264]], "forces_ev_per_angstrom": [[-0.2, 0.4, -0.2], [0.3, -0.1, 0.4], [0.0, -0.2, 0.0], [-0.1, 0.0, -0.3], [0.0, 0.2, -0.1], [-0.5, 0.6, 0.4], [0.5, -0.8, -0.3], [0.2, 0.1, -0.1], [-0.3, 0.0, 0.0], [0.2, 0.0, 0.0], [0.0, 0.1, 0.1], [-0.1, -0.1, 0.1]], "spin_multiplicity": 1, "energy_ev": -8801.9986, "de_lowest_kcal_mol": 32.8, "largest_force_ha_per_bohr": 0.01961}

Record 4
{"formula": "C15H19ClN4O3ReS3", "method": "the ωB97M-V functional and the def2-TZVPD basis", "symbols": ["Re", "N", "N", "C", "N", "S", "H", "H", "H", "H", "H", "O", "N", "C", "C", "C", "C", "C", "S", "H", "H", "H", "H", "Cl", "C", "C", "C", "C", "C", "C", "C", "O", "O", "H", "H", "H", "H", "C", "S", "C", "H", "H", "H", "H", "H", "H"], "coordinates": [[0.4056, 0.2125, -0.6237], [-0.5009, -0.3078, -2.5819], [0.4088, -0.4376, -3.6633], [1.5313, 0.3024, -3.6547], [2.2954, 0.3266, -4.7311], [1.8997, 1.2104, -2.2635], [-1.0134, -1.1838, -2.4894], [-1.1987, 0.4186, -2.7812], [0.0979, -0.9650, -4.4707], [2.0336, -0.1102, -5.6020], [3.1603, 0.8461, -4.7120], [2.0317, -0.0222, 0.4794], [2.7229, 1.0892, 0.8652], [3.9900, 0.8961, 1.2832], [4.7177, 1.9599, 1.7370], [4.1238, 3.2251, 1.7582], [2.8255, 3.3860, 1.3320], [2.1009, 2.2826, 0.8776], [0.4373, 2.3148, 0.4068], [4.3417, -0.1228, 1.2265], [5.7320, 1.8072, 2.0715], [4.6857, 4.0785, 2.1109], [2.3404, 4.3508, 1.3406], [-7.1930, 0.0688, 3.1185], [-5.6572, 0.0874, 2.3578], [-4.5780, -0.5354, 2.9815], [-3.3439, -0.5185, 2.3673], [-3.1893, 0.1140, 1.1309], [-4.2769, 0.7407, 0.5179], [-5.5125, 0.7290, 1.1302], [-1.8918, 0.1252, 0.4850], [-0.8423, -0.3927, 0.9899], [-1.6846, 0.6550, -0.6681], [-4.7191, -1.0176, 3.9377], [-2.4923, -0.9848, 2.8433], [-4.1476, 1.2412, -0.4315], [-6.3652, 1.2110, 0.6752], [-0.6240, -3.1327, -0.0243], [0.7353, -2.2640, -0.8294], [2.1212, -2.8489, 0.1553], [-0.7137, -2.8127, 1.0095], [-0.4240, -4.2002, -0.0922], [-1.5453, -2.9129, -0.5608], [2.1570, -3.9296, 0.0389], [1.9879, -2.5705, 1.1969], [3.0300, -2.4094, -0.2450]], "forces_ev_per_angstrom": [[0.2, 0.0, 0.0], [0.3, 0.2, -0.4], [-0.2, -0.1, -0.1], [-0.2, -0.1, -0.1], [0.0, 0.0, 0.1], [-0.1, -0.2, 0.2], [0.1, 0.0, -0.1], [0.1, -0.1, 0.0], [0.0, 0.1, 0.0], [0.0, 0.0, 0.0], [0.0, 0.0, 0.0], [-0.3, 0.0, 0.1], [0.0, 0.1, 0.0], [0.1, 0.0, 0.0], [0.0, 0.0, 0.0], [0.0, 0.0, 0.0], [0.0, 0.0, 0.0], [0.0, 0.0, 0.0], [-0.1, 0.3, 0.0], [0.0, 0.0, 0.0], [0.0, 0.0, 0.0], [0.0, 0.0, 0.0], [0.0, 0.0, 0.0], [0.0, 0.0, 0.0], [0.1, 0.0, 0.0], [-0.1, 0.0, 0.0], [0.0, 0.0, 0.0], [0.0, 0.0, 0.0], [0.0, 0.0, 0.0], [0.0, 0.0, 0.0], [0.0, -0.1, 0.3], [0.0, -0.1, 0.1], [0.2, 0.0, -0.1], [0.0, 0.0, 0.0], [0.0, 0.0, 0.0], [0.0, 0.0, 0.0], [0.0, 0.0, 0.0], [0.0, 0.0, 0.0], [-0.1, -0.1, -0.1], [0.0, 0.0, 0.0], [0.0, 0.0, 0.0], [0.0, 0.0, 0.0], [0.0, 0.0, 0.0], [0.0, 0.0, 0.0], [0.0, 0.0, 0.0], [0.0, 0.0, 0.0]], "spin_multiplicity": 2, "s2": 0.755, "charge": 2, "energy_ev": -75111.2633, "de_lowest_kcal_mol": 0.0, "largest_force_ha_per_bohr": 0.00965}